The following is a quantum chemistry calculation of 8 unconnected molecules or ions with the total composition C5H29N2O7 at a distorted geometry, from the Open Molecules 2025 dataset.

```
! wB97M-V def2-TZVPD RIJCOSX def2/J DEFGRID3
* xyz 1 1
C -2.7138 0.5797 -2.3047
C -1.2930 1.0370 -1.8020
C -0.2350 -0.0341 -2.0964
C 1.1991 0.6925 -2.0310
C 2.2057 -0.1943 -1.3060
N 1.9646 -0.6503 0.0798
N -1.2598 1.1428 -0.3400
H -2.8341 0.8512 -3.3273
H -2.9613 -0.4813 -2.1888
H -3.5922 1.0720 -1.7473
H -1.2428 2.0022 -2.2584
H -0.3900 -0.8826 -1.4483
H -0.2552 -0.4861 -3.1138
H 1.4462 0.6898 -3.1289
H 1.1733 1.7562 -1.8508
H 3.2026 0.2195 -1.4021
H 2.3064 -1.0376 -2.1007
H 1.1359 -1.2478 0.1278
H 1.8122 0.0728 0.7702
H -1.8191 1.9300 0.0125
H -1.6570 0.2915 0.1104
H -0.3551 1.1359 0.1539
H 1.5705 2.9729 0.0884
H 0.8389 2.2987 1.2751
O 0.6855 2.6514 0.4031
H 3.8510 1.5850 1.7248
H 2.5108 1.3418 2.2779
O 3.0165 2.0485 1.9082
H -1.9642 -1.1918 1.2752
H -2.4561 0.1413 2.1495
O -2.4643 -0.3881 1.3261
H 2.7796 -1.1318 2.6665
H 1.8703 -2.1291 3.2653
O 2.0436 -1.1780 3.3074
H -1.4645 -3.2658 0.7442
H -0.1263 -3.7681 1.4272
O -0.5785 -2.9848 1.0185
H -1.8401 -2.7681 -1.2190
H -3.2845 -2.7689 -0.7622
O -2.5166 -2.1880 -0.8568
H 0.8266 1.2820 3.5897
H 0.4216 0.0161 2.8082
O 0.4425 0.9659 2.7744
*
```

Properties
E_tot = -22962.020 eV
Strongest force on any atom = 3.20 eV/A